ORCA calculation (ωB97M-V/def2-TZVPD) on 7 unconnected molecules or ions with the total composition C38H86O4 in a non-equilibrium geometry.

Structure (XYZ):
```
128
Properties=species:S:1:pos:R:3
C -13.77 -6.30 -29.79
C -12.71 -7.25 -30.33
O -12.33 -6.80 -31.62
C -11.19 -7.29 -32.14
C -10.73 -6.58 -33.36
O -10.54 -8.10 -31.54
H -13.41 -5.58 -29.05
H -14.58 -6.82 -29.28
H -14.13 -5.66 -30.60
H -11.88 -7.23 -29.63
H -13.02 -8.30 -30.39
H -10.21 -5.70 -32.98
H -11.58 -6.15 -33.88
H -10.12 -7.29 -33.91
C -8.08 -6.08 -30.45
C -6.74 -5.33 -30.36
O -5.70 -6.31 -30.29
C -5.32 -6.83 -29.14
C -4.36 -7.97 -29.31
O -5.66 -6.41 -28.05
H -8.10 -6.66 -31.38
H -8.88 -5.34 -30.54
H -8.30 -6.65 -29.55
H -6.80 -4.73 -31.27
H -6.64 -4.75 -29.45
H -4.52 -8.57 -30.20
H -4.41 -8.62 -28.44
H -3.33 -7.60 -29.38
C -13.58 -3.40 -32.81
C -14.53 -2.27 -32.37
C -15.59 -2.80 -31.44
C -16.48 -1.66 -30.89
C -17.69 -2.16 -30.08
C -18.76 -1.11 -29.84
H -12.92 -3.63 -31.98
H -12.88 -3.00 -33.55
H -13.97 -4.28 -33.31
H -13.94 -1.50 -31.86
H -14.93 -1.78 -33.26
H -15.17 -3.25 -30.53
H -16.19 -3.55 -31.96
H -15.94 -0.86 -30.38
H -16.96 -1.21 -31.78
H -18.20 -2.95 -30.64
H -17.32 -2.57 -29.13
H -19.31 -0.93 -30.77
H -19.38 -1.39 -28.99
H -18.40 -0.15 -29.46
C -20.14 -8.42 -32.71
C -18.69 -8.67 -32.31
C -17.73 -7.96 -33.28
C -16.26 -8.35 -33.03
C -15.98 -9.86 -33.02
C -14.48 -10.11 -33.24
H -20.80 -9.10 -32.17
H -20.21 -8.81 -33.73
H -20.38 -7.37 -32.84
H -18.43 -8.40 -31.29
H -18.56 -9.72 -32.58
H -17.77 -6.87 -33.38
H -17.98 -8.35 -34.28
H -15.54 -7.76 -33.60
H -16.11 -8.01 -31.99
H -16.30 -10.37 -32.11
H -16.64 -10.30 -33.78
H -13.87 -9.42 -32.65
H -14.16 -11.15 -33.12
H -14.31 -9.89 -34.29
C -16.36 -10.51 -29.08
C -16.26 -8.99 -28.78
C -17.23 -8.54 -27.71
C -17.18 -7.04 -27.38
C -17.60 -6.11 -28.53
C -19.05 -6.29 -28.96
H -17.31 -10.70 -29.58
H -16.34 -11.10 -28.16
H -15.66 -10.82 -29.86
H -15.21 -8.83 -28.52
H -16.47 -8.55 -29.75
H -17.12 -9.04 -26.75
H -18.24 -8.81 -28.03
H -17.81 -6.82 -26.51
H -16.20 -6.73 -27.00
H -17.45 -5.10 -28.14
H -16.91 -6.25 -29.37
H -19.71 -6.71 -28.20
H -19.44 -5.28 -29.14
H -19.19 -6.78 -29.92
C -14.85 -7.41 -36.53
C -13.54 -6.61 -36.55
C -13.73 -5.11 -36.46
C -12.52 -4.22 -36.22
C -12.58 -2.87 -36.95
C -11.63 -1.86 -36.30
H -15.39 -7.27 -37.47
H -15.44 -6.97 -35.73
H -14.76 -8.50 -36.45
H -12.79 -7.01 -35.85
H -13.07 -6.89 -37.51
H -14.45 -4.93 -35.64
H -14.30 -4.78 -37.33
H -12.54 -4.01 -35.15
H -11.58 -4.70 -36.50
H -12.44 -2.89 -38.03
H -13.60 -2.49 -36.81
H -11.59 -0.92 -36.85
H -11.83 -1.64 -35.24
H -10.62 -2.27 -36.26
C -5.79 -5.13 -23.50
C -6.44 -5.38 -24.85
C -7.94 -5.15 -24.79
C -8.64 -5.82 -25.99
C -10.09 -5.39 -26.28
C -10.49 -5.69 -27.73
H -4.71 -5.02 -23.60
H -6.14 -5.81 -22.73
H -6.14 -4.17 -23.08
H -5.98 -4.80 -25.66
H -6.31 -6.43 -25.12
H -8.24 -4.10 -24.88
H -8.38 -5.51 -23.86
H -8.04 -5.65 -26.90
H -8.60 -6.91 -25.84
H -10.73 -5.95 -25.59
H -10.15 -4.32 -26.06
H -11.45 -5.24 -27.99
H -9.75 -5.19 -28.36
H -10.42 -6.77 -27.87
```

## Properties
- SMILES string = CCOC(C)=O.CCOC(C)=O.CCCCCC.CCCCCC.CCCCCC.CCCCCC.CCCCCC
- lowest unoccupied orbital energy (eV) = 0.6026
- DFT total energy (eV) = -48990.5855
- frontier orbital gap (eV) = 10.9129